1.
{"formula": "C2H2FIO", "method": "ωB97M-V with the def2-TZVPD basis set", "e_homo_ev": -9.649, "e_lumo_ev": 0.31, "total_charge": 0, "gap_ev": 9.96, "total_energy_ha": -550.1736, "relative_energy_ev": 0.000, "elements": ["C", "C", "O", "F", "I", "H", "H"], "coordinates": [[-0.036, -3.014, -0.394], [0.315, 1.125, 0.018], [-0.637, -2.286, 0.229], [0.515, 0.781, -1.276], [-1.756, 0.762, 0.424], [0.903, 0.472, 0.764], [0.697, 2.160, 0.235]], "lowdin_charge": [0.01, -0.70, -0.07, -0.14, 0.77, 0.06, 0.07]}

=====

2.
{"formula": "C7H12OS2", "method": "ωB97M-V with the def2-TZVPD basis set", "e_homo_ev": -8.658, "e_lumo_ev": 0.59, "total_charge": 0, "gap_ev": 9.25, "total_energy_ha": -1145.3540, "relative_energy_ev": 4.465, "elements": ["C", "C", "C", "C", "C", "C", "C", "O", "S", "S", "H", "H", "H", "H", "H", "H", "H", "H", "H", "H", "H", "H"], "coordinates": [[1.320, -0.064, 0.373], [2.269, -0.606, -0.586], [0.581, -0.649, 1.717], [1.723, -0.343, -1.759], [-0.092, -0.084, 0.490], [-0.051, 2.521, -0.708], [-2.772, -1.050, 0.744], [-0.849, -2.572, -0.393], [-0.914, 1.488, 0.492], [-1.269, -1.127, -0.421], [1.669, 1.060, 0.500], [3.268, -0.863, -0.479], [0.598, -1.827, 1.878], [0.588, -0.303, 2.722], [2.392, -0.619, -2.659], [0.742, -0.086, -1.878], [-0.776, 3.365, -0.682], [0.067, 2.060, -1.661], [1.001, 2.929, -0.358], [-3.642, -1.536, 0.195], [-3.134, -0.083, 0.817], [-2.718, -1.610, 1.656]], "lowdin_charge": [-0.32, -0.10, -0.04, 0.01, -0.95, -0.39, -0.22, -0.54, 0.88, 0.87, 0.15, 0.09, 0.14, 0.07, 0.10, 0.01, 0.04, 0.02, 0.09, 0.07, -0.02, 0.05]}

=====

3.
{"formula": "C26H46BClN3O6Sm", "method": "ωB97M-V with the def2-TZVPD basis set", "spin_multiplicity": 6, "e_homo_ev": [-6.095, -6.045], "e_lumo_ev": [0.15, 0.15], "total_charge": 0, "gap_ev": [6.25, 6.20], "total_energy_ha": -2776.7248, "elements": ["O", "C", "C", "C", "H", "C", "H", "C", "H", "C", "H", "C", "H", "H", "C", "C", "H", "H", "H", "C", "C", "H", "H", "H", "H", "Sm", "Cl", "C", "O", "N", "C", "C", "H", "H", "H", "H", "H", "H", "H", "H", "H", "C", "C", "N", "H", "C", "O", "H", "H", "H", "H", "H", "H", "C", "C", "N", "H", "C", "O", "H", "H", "H", "H", "C", "C", "C", "O", "B", "O", "C", "C", "C", "H", "H", "H", "H", "H", "H", "H", "H", "H", "H", "H", "H"], "coordinates": [[0.036, -0.529, -2.227], [-0.778, -0.370, -3.354], [-0.527, 0.954, -4.036], [0.136, 1.986, -3.381], [0.504, 1.802, -2.383], [0.332, 3.213, -3.998], [0.840, 4.010, -3.467], [-0.122, 3.424, -5.293], [0.029, 4.380, -5.778], [-0.766, 2.393, -5.966], [-1.115, 2.543, -6.979], [-0.967, 1.172, -5.339], [-1.474, 0.371, -5.864], [-0.562, -1.155, -4.087], [-2.550, -2.000, -2.649], [-2.221, -0.566, -2.907], [-3.606, -2.231, -2.767], [-2.239, -2.285, -1.645], [-1.992, -2.643, -3.334], [-3.053, 0.465, -2.739], [-4.467, 0.430, -2.266], [-2.685, 1.454, -2.988], [-5.174, 0.817, -2.995], [-4.586, 1.016, -1.351], [-4.773, -0.589, -2.014], [-0.429, -0.627, -0.413], [-2.727, -0.428, -0.639], [-1.510, -0.389, 2.295], [-0.643, -0.993, 1.642], [-1.660, -0.520, 3.616], [-1.130, -1.665, 4.327], [-2.346, 0.491, 4.390], [-2.208, 0.294, 1.813], [-0.567, -2.277, 3.633], [-1.941, -2.254, 4.756], [-0.475, -1.337, 5.134], [-2.542, 1.359, 3.769], [-1.737, 0.802, 5.240], [-3.295, 0.109, 4.767], [4.385, 1.252, -2.452], [4.270, 1.593, 0.249], [3.311, 1.140, -2.311], [3.216, 1.334, 0.145], [3.035, 0.511, -1.038], [2.911, 0.537, -3.122], [2.430, -0.667, -0.975], [1.631, -1.025, -0.092], [2.866, 0.797, 1.017], [2.716, -1.354, -1.782], [2.845, 2.125, -2.341], [2.626, 2.241, 0.041], [-0.524, -6.012, 0.128], [1.672, -6.177, -1.492], [-0.892, -5.476, -0.747], [1.159, -5.458, -2.131], [0.177, -4.722, -1.366], [-1.688, -4.803, -0.445], [0.200, -3.390, -1.300], [-0.566, -2.724, -0.583], [1.880, -4.761, -2.542], [0.933, -2.905, -1.942], [-1.308, -6.193, -1.454], [0.676, -6.001, -2.945], [-0.161, 3.196, 4.385], [0.588, 2.549, 3.194], [1.735, 3.572, 2.818], [-0.312, 2.482, 2.057], [0.367, 1.490, 1.217], [1.289, 0.820, 2.147], [1.083, 1.023, 3.492], [2.364, 1.420, 4.409], [1.591, -0.495, 3.709], [0.423, 3.234, 5.324], [-1.095, 2.702, 4.623], [-0.435, 4.240, 4.134], [1.298, 4.530, 2.481], [2.410, 3.836, 3.657], [2.387, 3.187, 2.016], [2.245, 2.289, 5.067], [2.676, 0.761, 5.269], [3.279, 1.544, 3.786], [1.113, -1.255, 3.067], [2.652, -0.702, 3.369], [1.524, -0.911, 4.737]], "lowdin_charge": [-0.35, -0.34, -0.18, -0.04, 0.09, -0.08, 0.10, -0.10, 0.10, -0.09, 0.10, -0.04, 0.12, 0.14, -0.14, -0.42, 0.08, 0.00, 0.08, -0.26, -0.19, 0.12, 0.07, 0.06, 0.05, 1.08, 0.49, -0.31, -0.20, -0.14, -0.03, -0.03, 0.10, 0.09, 0.10, 0.08, 0.09, 0.09, 0.09, 0.09, 0.10, -0.03, -0.04, -0.15, 0.10, -0.28, -0.13, 0.08, 0.15, 0.09, 0.08, 0.10, 0.10, -0.01, -0.03, -0.16, 0.10, -0.24, -0.15, 0.09, 0.14, 0.10, 0.10, -0.03, -0.44, -0.01, -0.01, -0.37, -0.19, -0.29, -0.09, -0.08, 0.08, 0.04, 0.09, 0.10, 0.08, 0.07, 0.05, 0.08, 0.10, 0.06, 0.11, 0.07]}

=====

4.
{"formula": "C4H11NO2S", "method": "ωB97M-V with the def2-TZVPD basis set", "e_homo_ev": -8.875, "e_lumo_ev": 0.70, "total_charge": 0, "smiles": "C[C@H](CS)NC=O.O", "gap_ev": 9.58, "total_energy_ha": -762.3753, "relative_energy_ev": 2.014, "elements": ["C", "C", "C", "S", "N", "C", "O", "H", "H", "H", "H", "H", "H", "H", "H", "H", "O", "H", "H"], "coordinates": [[1.133, -1.986, 1.138], [0.765, -0.698, 0.372], [0.131, 0.449, 0.939], [1.111, 2.014, 0.780], [-0.200, -1.084, -0.673], [-0.481, -0.406, -1.837], [0.075, 0.688, -2.040], [1.765, -2.645, 0.556], [0.362, -2.674, 1.502], [1.430, -1.457, 2.030], [1.747, -0.414, -0.177], [-0.841, 0.699, 0.500], [-0.230, 0.180, 1.992], [1.498, 1.776, -0.543], [-0.730, -1.810, -0.507], [-1.176, -0.868, -2.568], [-2.362, 2.732, -0.121], [-2.437, 2.278, -1.025], [-1.560, 3.228, -0.318]], "lowdin_charge": [-0.04, -0.46, -0.54, 0.68, 0.04, -0.29, -0.04, 0.08, 0.08, 0.08, 0.16, 0.05, 0.12, -0.11, 0.06, 0.14, -0.10, 0.07, 0.01]}